{
  "formula": "C5H3N2O2",
  "method": "ωB97M-V/def2-TZVPD",
  "total_charge": 1,
  "homo_energy_ev": [-12.4, -13.6],
  "spin_multiplicity": 3,
  "symbols": ["C", "C", "C", "C", "C", "N", "N", "O", "O", "H", "H", "H"],
  "positions_angstrom": [[2.47889, -1.82005, 0.92711], [1.05582, -0.11650, -0.00764], [-0.06372, 0.52343, -0.43120], [-2.29069, -0.23772, 0.54409], [-1.41549, -0.16949, -0.55969], [1.72366, -1.02292, 0.54332], [0.04112, 1.83181, -0.72519], [-3.20023, -0.27415, 1.21714], [-1.66430, -0.88438, -1.50964], [3.08144, -2.35156, 1.69560], [0.96551, 2.20332, -0.60507], [-0.71200, 2.31821, -1.08883]],
  "atomic_forces_ev_per_a": [[1.21, -1.13, 1.79], [-0.96, 0.25, -0.43], [0.68, 0.73, 0.73], [0.74, 0.32, -0.97], [0.72, 0.48, 1.49], [-0.41, 0.22, -0.58], [1.22, -2.34, 0.96], [-0.70, 0.00, 0.83], [-0.38, -1.00, -1.61], [-0.60, 0.41, -1.10], [-0.11, 0.78, -0.30], [-1.40, 1.27, -0.82]],
  "lowdin_spin": [0.3834, 0.4655, 0.0404, 0.2287, 0.1964, 0.1172, -0.0331, 0.1832, 0.3975, 0.0149, 0.0055, 0.0004]
}



{
  "formula": "C5H3NO",
  "method": "ωB97M-V/def2-TZVPD",
  "total_charge": 0,
  "e_above_lowest_kcal_mol": 118.8,
  "homo_energy_ev": [-9.2, -9.2],
  "symbols": ["C", "C", "C", "C", "C", "N", "O", "H", "H", "H"],
  "positions_angstrom": [[-1.60648, -0.27062, 2.09690], [-1.38686, -0.21543, 0.91375], [-1.02813, -0.15028, -0.47138], [0.07417, 0.46881, -0.81817], [1.32155, 0.81557, -0.99954], [2.37718, -0.18535, -0.77796], [1.98124, -1.31263, -0.64471], [-1.78092, -0.31514, 3.14918], [-1.64542, -0.64303, -1.22090], [1.69368, 1.80809, -1.22718]],
  "atomic_forces_ev_per_a": [[0.07, 0.03, -0.49], [-0.12, 0.00, 0.57], [0.22, 0.13, -0.06], [0.05, -0.18, 0.10], [-0.23, 0.08, 0.00], [-0.27, -0.52, 0.01], [0.34, 0.51, -0.08], [-0.03, -0.01, -0.18], [0.06, 0.13, 0.13], [-0.10, -0.17, 0.01]],
  "mulliken_charge": [0.3935, -0.4297, -0.6920, 0.3694, -0.4454, 0.0072, -0.2911, 0.4025, 0.3198, 0.3658]
}



{
  "formula": "C5H3NO",
  "method": "ωB97M-V/def2-TZVPD",
  "total_charge": 0,
  "e_above_lowest_kcal_mol": 106.1,
  "homo_energy_ev": [-9.2, -9.1],
  "symbols": ["C", "C", "C", "C", "O", "N", "C", "H", "H", "H"],
  "positions_angstrom": [[2.37072, 0.11840, 0.42759], [1.18266, 0.09781, 0.19635], [-0.19283, 0.04486, -0.11575], [-1.11534, 1.10244, 0.22149], [-2.30064, 0.95514, 0.45473], [-1.85904, -1.43248, -0.16625], [-0.74253, -1.21964, -0.64244], [3.41711, 0.14411, 0.64372], [-0.65575, 2.10851, 0.17968], [-0.10437, -1.91915, -1.19912]],
  "atomic_forces_ev_per_a": [[-0.04, 0.00, 0.04], [-0.56, 0.26, -0.29], [1.33, -0.52, -0.08], [-0.68, 0.88, 0.15], [0.79, 0.29, -0.17], [-0.99, -1.35, -0.25], [0.68, 0.40, 0.48], [-0.20, -0.01, -0.04], [-0.06, -0.03, 0.22], [-0.27, 0.08, -0.06]],
  "mulliken_charge": [0.2433, -0.4632, -0.0304, 0.0658, -0.4647, -0.3737, -0.0815, 0.4120, 0.3229, 0.3696]
}



{
  "formula": "C5H3NO2",
  "method": "ωB97M-V/def2-TZVPD",
  "total_charge": 0,
  "e_above_lowest_kcal_mol": 37.6,
  "homo_energy_ev": -9.1,
  "symbols": ["H", "N", "C", "C", "C", "C", "O", "C", "O", "H", "H"],
  "positions_angstrom": [[-1.50314, 2.51505, 0.34166], [-0.57284, 2.12587, 0.11417], [-0.25604, 0.89755, 0.05753], [-1.07559, -0.41101, -0.01026], [-0.30590, -1.50747, -0.04300], [1.07310, -1.05820, 0.04146], [2.07423, -1.72955, -0.02248], [1.16951, 0.65432, 0.01529], [2.09888, 1.37938, -0.13061], [-2.22117, -0.25675, -0.14071], [-0.48102, -2.60917, -0.22306]],
  "atomic_forces_ev_per_a": [[0.17, -1.14, -0.58], [-0.36, 0.36, 0.75], [-2.57, 1.60, 0.02], [-1.72, 1.70, -0.26], [-0.41, -0.40, -0.24], [3.70, 1.13, -0.33], [-0.79, 0.00, 0.21], [0.18, -3.54, -0.53], [-0.14, -0.55, 0.25], [2.19, -0.72, 0.34], [-0.26, 1.58, 0.37]],
  "mulliken_charge": [0.2486, -0.5284, 0.6302, -0.2708, -0.5699, 0.5574, -0.5015, 0.2406, -0.4611, 0.2874, 0.3675]
}



{
  "formula": "C5H3NO3S2",
  "method": "ωB97M-V/def2-TZVPD",
  "total_charge": -2,
  "e_above_lowest_kcal_mol": 49.8,
  "homo_energy_ev": [-0.1, 1.5],
  "symbols": ["C", "C", "C", "C", "C", "N", "O", "O", "O", "S", "S", "H", "H", "H"],
  "positions_angstrom": [[-0.02984, 0.23857, 0.50043], [0.97094, 0.65976, -0.40051], [-0.02349, -1.10085, 0.92367], [1.93220, -0.28684, -0.75171], [3.08546, -0.27937, -1.46435], [3.01374, 1.28610, -2.35166], [3.40914, 2.53616, -4.57972], [4.00474, -1.02689, -1.70423], [2.92056, 0.14074, -4.75352], [1.39859, -1.76154, 0.15709], [3.69502, 1.19648, -3.92493], [-0.91254, 0.93557, 0.79710], [0.95502, 1.68621, -0.73808], [-0.80293, -1.59264, 1.59085]],
  "atomic_forces_ev_per_a": [[-1.81, 0.87, 0.31], [-1.33, 1.08, 0.81], [-0.24, 1.21, -0.09], [-2.33, -1.28, 2.29], [1.28, 3.72, -3.82], [0.39, -2.38, 0.72], [0.49, -0.47, 0.85], [0.13, -0.83, 0.57], [1.20, 0.91, 1.35], [0.79, -1.49, 0.01], [-2.09, -0.59, -1.04], [1.69, -1.08, -0.51], [0.29, -0.12, -0.27], [1.54, 0.45, -1.18]],
  "mulliken_charge": [-0.2418, -0.5429, -0.4107, 0.2548, 0.2686, -0.3502, -0.6469, -0.6577, -0.6721, -0.3125, 0.3750, 0.1783, 0.4528, 0.3052]
}



{
  "formula": "C5H3NO4",
  "method": "ωB97M-V/def2-TZVPD",
  "total_charge": 0,
  "e_above_lowest_kcal_mol": 129.4,
  "homo_energy_ev": [-9.0, -10.0],
  "symbols": ["C", "C", "C", "C", "C", "N", "O", "O", "O", "O", "H", "H", "H"],
  "positions_angstrom": [[-0.31458, 0.05042, -0.42568], [0.85288, 0.61283, -0.40770], [-0.34052, -1.22906, 0.38405], [0.39956, -1.03842, 1.63739], [-1.51621, 0.41509, -1.29611], [1.92474, 0.75076, 0.40467], [-0.87935, -2.31529, 0.15513], [0.29695, -0.78881, 2.75467], [1.81224, 1.67082, 1.20671], [2.96217, 0.17002, 0.18224], [-1.46214, -0.27144, -2.16419], [-1.29966, 1.53871, -1.60917], [-2.43608, 0.43437, -0.82200]],
  "atomic_forces_ev_per_a": [[-1.26, -1.40, 0.39], [-0.60, 0.34, -0.56], [-2.03, -1.60, -1.15], [-0.35, 0.62, 1.28], [3.51, 2.15, -1.69], [1.27, 1.05, 0.00], [1.23, 2.03, 0.17], [0.51, -0.32, -0.77], [-0.25, 0.39, 0.80], [0.66, -0.92, -0.13], [-0.48, 0.59, 0.33], [-0.53, -2.45, 0.22], [-1.68, -0.48, 1.11]],
  "mulliken_charge": [0.5650, -0.1982, 0.5049, 0.3406, -1.1815, 0.8069, -0.5207, -0.2234, -0.5221, -0.5607, 0.2803, 0.2958, 0.4132]
}



{
  "formula": "C5H4",
  "method": "ωB97M-V/def2-TZVPD",
  "total_charge": 0,
  "e_above_lowest_kcal_mol": 37.8,
  "homo_energy_ev": [-9.5, -9.5],
  "symbols": ["C", "C", "C", "C", "C", "H", "H", "H", "H"],
  "positions_angstrom": [[2.57470, -0.01551, 0.15612], [1.54332, 0.42399, -0.28649], [0.28990, 0.78883, -0.67634], [-0.92642, 0.80292, -0.75452], [-1.63683, -0.21667, 0.10175], [3.51080, -0.37185, 0.51125], [-0.89095, -0.79318, 0.67663], [-2.17796, -0.90938, -0.53623], [-2.28655, 0.29085, 0.80782]],
  "atomic_forces_ev_per_a": [[-0.10, 0.22, -0.21], [0.77, 0.21, -0.14], [0.21, 0.43, -0.37], [0.92, -0.78, 0.73], [-0.65, -0.13, 0.09], [-0.01, -0.04, 0.05], [-0.39, 0.22, -0.22], [-0.38, 0.03, 0.15], [-0.37, -0.17, -0.07]],
  "mulliken_charge": [-0.0277, -0.0206, -0.0889, -0.3433, -0.6982, 0.4001, 0.2310, 0.2720, 0.2756]
}



{
  "formula": "C5H4",
  "method": "ωB97M-V/def2-TZVPD",
  "total_charge": 0,
  "e_above_lowest_kcal_mol": 104.9,
  "homo_energy_ev": -9.3,
  "symbols": ["C", "C", "C", "C", "C", "H", "H", "H", "H"],
  "positions_angstrom": [[-1.24063, 0.88535, -0.07282], [0.07695, 1.30340, -0.25898], [0.41292, -0.80337, 0.15182], [0.07214, 0.10561, -1.02989], [0.04810, 0.50401, 0.95181], [-0.35478, -1.46777, 0.18461], [1.29014, -1.36529, 0.09812], [-0.15290, -0.05329, -2.02239], [-0.15193, 0.89135, 1.99772]],
  "atomic_forces_ev_per_a": [[1.67, 0.13, -0.71], [-1.58, -0.97, 0.71], [-0.17, 3.72, -0.57], [0.27, 0.46, 1.16], [0.02, 0.64, 1.71], [-2.69, -2.10, 0.47], [1.86, -0.44, 0.52], [-0.24, -0.39, -1.93], [0.85, -1.04, -1.36]],
  "mulliken_charge": [-0.4415, 0.2507, -0.5325, -0.4414, -0.3395, 0.2934, 0.4276, 0.4396, 0.3435]
}



{
  "formula": "C5H4",
  "method": "ωB97M-V/def2-TZVPD",
  "total_charge": 0,
  "e_above_lowest_kcal_mol": 5.9,
  "homo_energy_ev": -9.4,
  "symbols": ["C", "C", "C", "C", "C", "H", "H", "H", "H"],
  "positions_angstrom": [[2.71940, 0.06312, 0.03830], [1.54304, -0.01036, 0.01806], [0.13323, 0.00705, -0.02958], [-1.07342, -0.16474, -0.05117], [-2.49649, 0.05021, 0.02051], [3.80737, -0.06981, -0.13010], [-3.06781, -0.29126, -0.85198], [-2.90193, -0.44405, 0.92910], [-2.79217, 1.13349, 0.07627]],
  "atomic_forces_ev_per_a": [[4.15, -0.53, -0.58], [-3.93, 0.25, -0.11], [-0.09, -0.91, 0.12], [1.85, 1.29, -0.06], [-1.66, 0.42, 0.38], [-1.51, 0.42, 0.50], [0.37, -0.36, 0.17], [0.10, 0.24, -0.59], [0.72, -0.82, 0.18]],
  "mulliken_charge": [-0.1507, -0.6243, 0.2042, 0.4619, -1.1241, 0.3904, 0.2935, 0.2662, 0.2829]
}



{
  "formula": "C5H4",
  "method": "ωB97M-V/def2-TZVPD",
  "total_charge": 0,
  "e_above_lowest_kcal_mol": 59.2,
  "homo_energy_ev": -9.5,
  "symbols": ["C", "C", "C", "C", "C", "H", "H", "H", "H"],
  "positions_angstrom": [[-1.76209, -0.29218, -0.01660], [-0.37617, 0.13279, 0.00045], [0.75517, 0.54749, 0.01145], [2.16047, 0.47312, 0.02129], [3.37014, 0.95603, 0.02175], [-1.98482, -0.93386, 0.84190], [-1.98636, -0.84523, -0.93424], [-2.39732, 0.59333, 0.02818], [2.22098, -0.63150, 0.02582]],
  "atomic_forces_ev_per_a": [[-0.22, 0.05, 0.00], [0.30, 0.40, 0.00], [-0.83, 0.19, -0.01], [0.28, -0.29, 0.00], [-0.92, -0.37, 0.00], [0.02, 0.11, -0.13], [0.01, 0.09, 0.14], [-0.17, -0.13, -0.01], [1.52, -0.06, 0.01]],
  "mulliken_charge": [-1.1964, 0.2632, 0.2459, -0.1385, -0.2705, 0.2904, 0.2902, 0.2777, 0.2379]
}



{
  "formula": "C5H4",
  "method": "ωB97M-V/def2-TZVPD",
  "total_charge": 0,
  "e_above_lowest_kcal_mol": 15.3,
  "homo_energy_ev": -9.0,
  "symbols": ["C", "C", "C", "C", "C", "H", "H", "H", "H"],
  "positions_angstrom": [[-2.50616, -0.45260, 0.15778], [-1.45511, 0.03046, -0.17564], [-0.20020, 0.55277, -0.60325], [0.92305, -0.06533, -0.32171], [2.01477, -0.26821, 0.35074], [-3.43765, -0.89742, 0.42005], [-0.14814, 1.50955, -1.11592], [2.85705, -0.94116, 0.20953], [1.95239, 0.53194, 1.07842]],
  "atomic_forces_ev_per_a": [[0.28, 0.16, -0.15], [-0.57, -0.21, 0.02], [0.02, -0.15, -0.20], [-0.05, 0.24, 0.04], [-0.20, 0.31, -0.28], [0.08, 0.08, 0.04], [-0.19, -0.25, -0.30], [-0.36, 0.26, -0.05], [0.99, -0.44, 0.87]],
  "mulliken_charge": [0.3832, -0.3793, -0.8364, 0.1839, -0.5805, 0.3976, 0.3231, 0.2759, 0.2324]
}



{
  "formula": "C5H4",
  "method": "ωB97M-V/def2-TZVPD",
  "total_charge": 0,
  "e_above_lowest_kcal_mol": 4.8,
  "homo_energy_ev": -9.1,
  "symbols": ["C", "C", "C", "C", "C", "H", "H", "H", "H"],
  "positions_angstrom": [[-2.55028, -0.53096, 0.15329], [-1.50763, -0.00302, -0.13939], [-0.26652, 0.57617, -0.55273], [0.89708, 0.12663, -0.14699], [2.06454, -0.14961, 0.35342], [-3.46940, -1.00722, 0.41027], [-0.28401, 1.42187, -1.23704], [2.71348, -0.95628, 0.02431], [2.40274, 0.52242, 1.13485]],
  "atomic_forces_ev_per_a": [[0.37, 0.23, -0.09], [-0.48, -0.25, 0.12], [0.14, -0.07, -0.01], [0.05, 0.17, 0.08], [-0.13, 0.16, -0.10], [0.13, 0.09, -0.02], [-0.07, -0.24, -0.11], [-0.14, 0.21, -0.10], [0.13, -0.30, 0.22]],
  "mulliken_charge": [0.3759, -0.3818, -0.7896, 0.1987, -0.5913, 0.3940, 0.3116, 0.2545, 0.2280]
}



no.,E (a.u.),molecular weight (g/mol)
1,-451.82830,123.09
2,-322.10247,93.08
3,-322.12269,93.08
4,-397.47272,109.08
5,-1269.03065,189.22
6,-547.75465,141.08
7,-192.73393,64.09
8,-192.62692,64.09
9,-192.78474,64.09
10,-192.69982,64.09
11,-192.76972,64.09
12,-192.78650,64.09